{"formula": "C25H35AsFeN4S", "method": "the ωB97M-V functional and the def2-TZVPD basis", "total_charge": 1, "spin_multiplicity": 6, "e_tot_ha": -5090.01772, "homo_ev": [-9.94, -10.06], "homo_lumo_gap_ev": [7.61, 6.65], "symbols": ["As", "Fe", "S", "N", "N", "N", "N", "C", "C", "C", "C", "C", "C", "C", "C", "C", "C", "C", "C", "C", "C", "C", "C", "C", "C", "C", "C", "C", "C", "C", "C", "C", "H", "H", "H", "H", "H", "H", "H", "H", "H", "H", "H", "H", "H", "H", "H", "H", "H", "H", "H", "H", "H", "H", "H", "H", "H", "H", "H", "H", "H", "H", "H", "H", "H", "H", "H"], "xyz": [[10.928, 4.571, 12.940], [8.579, 1.323, 14.066], [8.981, 3.725, 13.187], [7.083, 1.108, 15.295], [10.101, 0.915, 15.418], [7.093, 0.691, 12.854], [9.800, 0.278, 12.930], [10.939, 6.490, 12.801], [3.435, 1.533, 12.877], [7.145, 0.492, 11.341], [11.917, 4.137, 11.266], [8.430, -0.232, 10.928], [5.845, 1.173, 14.795], [11.013, 0.075, 14.957], [4.713, 1.184, 12.555], [13.268, -1.121, 15.230], [9.716, 0.417, 11.499], [10.803, -0.364, 13.561], [8.579, 2.525, 18.170], [12.206, -0.277, 15.568], [4.767, 1.334, 15.661], [9.635, 2.755, 17.091], [7.183, 0.805, 16.713], [12.564, -2.147, 13.057], [12.241, 4.119, 14.257], [3.460, 1.602, 15.342], [2.921, 1.796, 14.092], [7.217, 1.976, 17.715], [10.476, 1.508, 16.699], [5.849, 1.005, 13.317], [11.393, -1.428, 12.823], [13.500, -1.872, 14.093], [4.842, 0.969, 11.491], [8.571, -0.236, 9.846], [2.760, 1.620, 12.083], [10.802, -1.811, 11.981], [6.256, 0.215, 16.882], [11.308, 4.474, 10.381], [10.625, 6.891, 13.765], [14.425, -2.333, 13.975], [12.871, -2.913, 12.360], [9.179, 3.117, 16.188], [9.018, 1.802, 18.918], [12.959, 4.521, 11.295], [12.021, 3.024, 11.128], [11.979, 6.753, 12.608], [12.410, 0.149, 16.576], [12.981, 4.866, 14.110], [7.027, 1.466, 10.837], [10.369, 0.791, 17.497], [12.701, 3.187, 13.920], [11.829, 4.165, 15.274], [1.884, 2.145, 14.105], [10.267, 6.875, 12.069], [9.683, 1.520, 11.323], [2.741, 1.786, 16.137], [4.887, 1.466, 16.741], [8.128, 0.287, 16.914], [6.581, 2.785, 17.378], [6.328, -0.129, 11.049], [10.661, 0.000, 11.042], [14.073, -1.071, 15.974], [8.472, -1.269, 11.164], [10.321, 3.539, 17.460], [11.528, 1.863, 16.583], [6.614, 1.592, 18.584], [8.453, 3.495, 18.607]]}

***

{"formula": "C25H35AuN4O3P", "method": "the ωB97M-V functional and the def2-TZVPD basis", "total_charge": 3, "spin_multiplicity": 3, "e_above_lowest_kj_mol": 275.7, "e_tot_ha": -1894.41583, "homo_ev": [-17.14, -17.70], "homo_lumo_gap_ev": [8.71, 6.42], "symbols": ["Au", "P", "O", "O", "O", "N", "N", "N", "N", "C", "C", "C", "C", "C", "C", "C", "C", "C", "C", "C", "C", "C", "C", "C", "C", "C", "C", "C", "C", "C", "C", "C", "C", "C", "H", "H", "H", "H", "H", "H", "H", "H", "H", "H", "H", "H", "H", "H", "H", "H", "H", "H", "H", "H", "H", "H", "H", "H", "H", "H", "H", "H", "H", "H", "H", "H", "H", "H", "H"], "xyz": [[0.087, 0.226, 0.381], [1.156, -3.138, -0.304], [1.812, -4.541, -0.212], [2.418, -2.104, 1.090], [1.828, -2.549, -1.578], [0.628, 2.105, -0.910], [2.229, 0.112, 0.261], [-1.628, 1.448, 0.686], [-1.139, -0.949, -1.223], [3.118, -0.980, 0.617], [1.288, -5.722, 0.437], [1.958, -2.089, 2.475], [-1.620, 2.635, 0.065], [2.707, -3.207, -2.538], [-0.380, 3.132, -0.642], [-1.890, -2.552, -3.330], [4.755, 0.696, 1.348], [-3.860, 3.061, 0.830], [-1.465, -1.251, -3.541], [-0.809, 1.011, -2.677], [4.067, 1.615, 0.538], [2.775, 1.308, 0.092], [1.984, 2.444, -0.503], [4.282, -0.569, 1.467], [0.576, -6.568, -0.599], [-2.693, 1.064, 1.387], [-1.988, -3.022, -2.028], [-3.830, 1.844, 1.499], [-1.591, -2.181, -1.005], [0.570, 1.552, -2.270], [-1.104, -0.448, -2.460], [-2.741, 3.460, 0.117], [2.705, -3.124, 3.298], [1.909, -3.716, -3.720], [2.627, -4.105, 2.838], [0.888, -2.322, 2.450], [1.174, -4.457, -3.409], [1.402, -2.899, -4.228], [-0.302, -6.051, -0.986], [-1.685, -2.490, 0.026], [-1.426, -0.845, -4.540], [2.273, -3.169, 4.294], [3.414, -2.440, -2.855], [0.256, -7.503, -0.144], [3.570, -1.336, -0.336], [-4.666, 1.504, 2.090], [-1.590, 1.571, -2.160], [-4.737, 3.692, 0.866], [4.757, -1.324, 2.069], [0.853, 2.341, -2.979], [0.620, -5.436, 1.250], [2.562, 2.826, -1.357], [-2.379, -4.003, -1.808], [4.475, 2.597, 0.368], [-0.936, 1.212, -3.741], [5.637, 1.016, 1.877], [1.966, 3.242, 0.245], [-2.167, -3.176, -4.166], [2.097, -1.084, 2.881], [-2.727, 4.406, -0.404], [-0.671, 3.630, -1.574], [2.151, -6.250, 0.842], [3.756, -2.876, 3.408], [2.592, -4.188, -4.422], [1.316, 0.757, -2.339], [0.051, 3.911, -0.004], [1.241, -6.805, -1.424], [3.244, -4.020, -2.050], [-2.623, 0.106, 1.879]]}

***

{"formula": "C25H35ClNO3", "method": "the ωB97M-V functional and the def2-TZVPD basis", "total_charge": 1, "smiles": "COc1ccc([C@](O)(CCC(C)C)[C@@H](C[NH+]2CCOCC2)c2ccc(Cl)cc2)cc1", "e_tot_ha": -1714.08220, "homo_ev": -11.25, "homo_lumo_gap_ev": 9.18, "symbols": ["Cl", "O", "O", "O", "N", "C", "C", "C", "C", "C", "C", "C", "C", "C", "C", "C", "C", "C", "C", "C", "C", "C", "C", "C", "C", "C", "C", "C", "C", "C", "H", "H", "H", "H", "H", "H", "H", "H", "H", "H", "H", "H", "H", "H", "H", "H", "H", "H", "H", "H", "H", "H", "H", "H", "H", "H", "H", "H", "H", "H", "H", "H", "H", "H", "H"], "xyz": [[5.487, -2.962, -1.754], [-5.300, -2.204, -0.736], [0.454, 3.990, -3.227], [-1.582, -0.116, 1.098], [-2.519, -1.616, -0.830], [1.270, -1.906, -0.551], [3.877, -2.562, -1.294], [1.724, 4.437, -3.654], [3.370, -3.009, -0.082], [3.084, -1.798, -2.138], [-1.096, 1.639, -0.982], [-3.026, -2.894, -0.285], [-0.015, 0.961, -0.420], [-0.238, -0.160, 0.579], [0.378, 3.006, -2.310], [2.076, -2.683, 0.276], [0.735, -0.085, 1.768], [-1.109, -1.685, -1.286], [1.782, 2.874, 4.050], [0.664, 1.252, 2.510], [-4.849, -0.986, -1.264], [1.852, 1.469, 3.456], [1.263, 1.339, -0.812], [1.792, -1.475, -1.767], [-3.450, -1.135, -1.873], [-4.439, -2.678, 0.267], [1.885, 0.428, 4.572], [-0.133, -1.564, -0.108], [1.464, 2.343, -1.742], [-0.909, 2.640, -1.909], [1.774, 3.627, 3.265], [-4.832, -0.210, -0.482], [2.474, 2.604, -2.011], [-3.475, -1.867, -2.684], [0.486, -0.898, 2.452], [2.641, 3.057, 4.689], [2.128, 0.854, -0.391], [-2.107, 1.406, -0.675], [-3.103, -0.177, -2.262], [-3.053, -3.631, -1.092], [-1.748, 3.166, -2.335], [-0.255, 1.310, 3.102], [1.527, 5.231, -4.371], [-5.567, -0.698, -2.034], [2.695, 0.650, 5.262], [2.285, 3.636, -4.144], [3.478, -1.458, -3.082], [-0.943, -0.855, -1.975], [1.690, -3.040, 1.219], [-4.859, -3.623, 0.612], [-2.366, -3.247, 0.506], [-0.418, -2.286, 0.664], [-0.942, -2.624, -1.818], [0.952, 0.439, 5.131], [2.306, 4.838, -2.820], [3.982, -3.609, 0.571], [-4.402, -1.971, 1.110], [1.750, -0.248, 1.412], [0.882, 2.990, 4.650], [-1.661, 0.687, 1.628], [2.775, 1.385, 2.871], [0.651, 2.067, 1.782], [1.202, -0.873, -2.439], [-2.483, -0.919, -0.040], [2.046, -0.572, 4.178]]}